Record 1
Here is C3H9ClN4S2 as an isolated structure at a distorted geometry from OMol25. Energies are from the ωB97M-V functional and the def2-TZVPD basis.

charge = 0

Last column: natural (NBO) charge in e.
Atoms and positions in Å:
C -1.2763 0.0489 -0.8027  0.188
C 2.0342 -1.1763 0.1682  0.008
C 0.5526 -0.9531 0.0326  -0.499
H -3.9029 1.0530 0.1078  0.101
H -2.6770 -1.4342 -0.6987  0.408
H -0.7065 -0.5798 -1.4956  0.186
H 0.1480 3.1715 -0.9126  0.131
H 2.9718 1.2576 1.8142  0.368
H 1.4134 0.7021 1.7028  0.342
H 2.4640 -2.0828 -0.2440  0.200
H 0.0374 -1.0354 0.9970  0.234
H 0.3662 0.0472 -0.3683  0.265
N -2.3196 -0.6290 -0.2051  -0.768
N -1.0306 1.2701 -0.5509  -0.656
N 2.2932 0.8200 1.2037  -0.643
N 2.8340 -0.3523 0.7187  -0.213
S -3.3725 0.1021 0.9045  0.201
S 0.3659 1.9137 -1.3126  0.161
Cl -0.1953 -2.1433 -1.0590  -0.013

Force components x, y, z for each atom (eV/Å):
C -2.613 2.665 -1.503
C 0.177 -0.121 0.043
C 2.037 -1.084 1.212
H 0.031 -0.013 0.026
H 0.123 0.121 0.075
H -1.900 2.148 -0.819
H 0.068 -0.058 0.124
H -0.096 -0.068 -0.092
H 0.021 0.087 -0.142
H 0.048 0.067 0.019
H 0.012 -0.005 -0.136
H 1.503 -1.172 0.805
N -0.349 0.393 0.197
N -0.916 1.095 0.021
N 0.151 -0.087 0.449
N -0.275 -0.180 -0.211
S 0.099 -0.018 -0.134
S -0.543 0.263 -0.405
Cl 2.421 -4.031 0.470



Record 2
Here is C33H49As3IN4S3Tl as an isolated structure from OMol25. Energies are from the ωB97M-V functional and the def2-TZVPD basis.

energy above the lowest of the compared OMol25 structures with the same formula, charge and spin = 0.0 kcal per mole
charge = 0

Last column: Mulliken charge in e.
Atoms and positions in Å:
Tl 0.0096 0.0219 -0.2294  1.472
C -2.8411 1.7205 1.5471  -1.489
N -1.7806 2.2832 0.7016  1.591
C -2.4192 2.9307 -0.4567  -1.127
C -1.5823 2.9509 -1.7205  -0.852
N -1.4459 1.5844 -2.2385  1.304
C -2.5568 1.2386 -3.1287  -1.603
C -0.1950 1.2949 -2.8844  -0.462
C 0.2321 2.0062 -3.9976  -0.489
C 1.4622 1.7226 -4.5682  -0.901
C 2.2602 0.7317 -4.0204  -1.003
C 1.8418 0.0285 -2.8967  0.077
C 0.6044 0.3025 -2.3293  -0.205
S 1.4396 -2.9388 -1.4954  -0.005
C -0.9159 3.1782 1.4436  -0.684
C -1.4703 4.0233 2.4064  -0.365
C -0.6940 4.8749 3.1718  -0.953
C 0.6801 4.8934 2.9779  -0.719
C 1.2436 4.0657 2.0262  -0.802
C 0.4723 3.2019 1.2362  0.825
S 1.3111 2.2630 0.0093  -0.372
H -3.6254 2.4490 1.7877  0.531
H -2.4170 1.3406 2.4741  0.363
H -3.3144 0.8959 1.0171  0.129
H -2.7292 3.9504 -0.1891  0.337
H -3.3357 2.3736 -0.6676  0.563
H -0.5916 3.3529 -1.5142  0.431
H -2.0680 3.6042 -2.4582  0.447
H -2.5131 1.8085 -4.0660  0.384
H -3.5086 1.4602 -2.6429  0.314
H -2.5226 0.1795 -3.3766  0.497
H -0.3950 2.7879 -4.4120  0.377
H 1.8019 2.2827 -5.4299  0.381
H 3.2302 0.5174 -4.4515  0.415
H 2.4997 -0.7110 -2.4682  0.437
H -2.5401 4.0120 2.5657  0.374
H -1.1583 5.5138 3.9113  0.416
H 1.3114 5.5455 3.5678  0.387
H 2.3150 4.0733 1.8680  0.422
C 4.5042 -3.4670 -0.7435  -1.367
As 3.0578 -2.3106 -0.0910  0.599
C 1.6697 -4.7211 -1.7340  -1.048
C 2.5234 -3.3284 1.5132  -0.501
C 3.2332 -2.9252 2.8207  2.859
C 4.6880 -2.5115 2.5520  -2.189
C 2.5149 -1.7796 3.5434  -1.227
As 2.0580 -0.1238 2.5564  0.977
C 1.1918 0.7427 4.0824  -1.124
C 3.7348 0.8758 2.6290  -1.273
C 3.3113 -4.1403 3.7712  -2.247
As 1.7822 -5.2433 4.4144  0.310
C 0.1579 -4.1601 4.2003  -0.846
C 1.4957 -6.3748 2.8300  -0.684
H 4.3175 -4.5141 -0.5076  0.340
H 5.4400 -3.1548 -0.2823  0.428
H 4.5870 -3.3420 -1.8223  0.434
H 1.7782 -5.2490 -0.7874  0.219
H 2.5304 -4.9148 -2.3705  0.347
H 0.7698 -5.0892 -2.2228  0.417
H 2.7072 -4.3827 1.3002  0.914
H 1.4425 -3.1935 1.5952  -0.718
H 4.7562 -1.6463 1.8879  0.322
H 5.2517 -3.3333 2.1047  0.395
H 5.1818 -2.2403 3.4875  0.486
H 3.1013 -1.4977 4.4250  0.621
H 1.5437 -2.1200 3.9009  -0.320
H 1.8588 0.7496 4.9457  0.458
H 0.2735 0.2118 4.3269  0.363
H 0.9439 1.7684 3.8064  0.229
H 4.2584 0.6733 3.5639  0.421
H 3.4821 1.9338 2.5697  0.273
H 4.3724 0.6309 1.7817  0.293
H 3.8238 -3.8239 4.6841  0.549
H 3.9624 -4.8963 3.3161  0.567
H 0.1090 -3.3855 4.9644  0.350
H -0.6815 -4.8386 4.3593  0.447
H 0.0548 -3.7098 3.2143  -0.103
H 2.4044 -6.9380 2.6162  0.351
H 1.2154 -5.7957 1.9513  -0.257
H 0.6998 -7.0846 3.0556  0.397
S -0.8443 -1.1003 1.8135  -0.230
C -2.4991 -1.4261 1.7315  -0.078
N -3.6194 -1.7055 1.7522  -0.644
I -1.2469 -4.8581 0.3781  0.156
C -2.6206 -3.6979 -0.7083  0.113
C -3.8376 -4.2907 -1.0242  -0.691
C -4.8110 -3.4948 -1.5989  -0.451
C -4.5404 -2.1507 -1.8080  -1.029
C -3.2915 -1.6757 -1.4580  -0.071
N -2.3265 -2.4378 -0.9412  0.245
H -4.0153 -5.3319 -0.7997  0.452
H -5.7765 -3.9134 -1.8511  0.399
H -5.2845 -1.4805 -2.2154  0.466
H -3.0461 -0.6272 -1.5662  0.458

Force components x, y, z for each atom (eV/Å):
Tl -0.145 0.699 -0.466
C 0.013 -0.053 -0.029
N -0.011 -0.045 0.013
C -0.083 0.087 0.055
C 0.142 0.012 0.031
N -0.238 -0.174 -0.109
C 0.029 0.129 -0.011
C 0.111 -0.048 0.208
C -0.064 -0.068 -0.079
C -0.011 0.014 -0.019
C 0.053 -0.035 0.005
C -0.061 0.064 0.031
C 0.063 0.033 -0.030
S -0.004 -0.256 -0.052
C -0.042 0.027 0.025
C 0.004 -0.038 -0.019
C 0.039 0.009 -0.007
C -0.035 -0.004 0.018
C 0.020 -0.006 -0.052
C 0.000 0.011 0.034
S -0.055 -0.072 0.220
H 0.006 0.001 0.011
H 0.002 0.001 -0.009
H -0.001 0.003 0.007
H 0.033 0.011 -0.043
H 0.004 -0.002 0.019
H 0.010 -0.024 0.006
H 0.004 0.021 -0.004
H -0.048 0.028 0.014
H 0.000 -0.050 0.016
H 0.030 0.016 -0.047
H 0.003 -0.001 0.013
H -0.001 -0.002 -0.001
H -0.008 -0.012 -0.003
H 0.015 0.005 0.012
H -0.007 0.009 0.003
H -0.001 0.000 0.000
H -0.001 0.000 0.002
H -0.002 0.007 -0.006
C 0.015 0.022 -0.003
As 0.021 0.143 -0.059
C 0.070 -0.038 0.089
C -0.010 -0.044 -0.012
C 0.057 -0.040 0.034
C 0.028 -0.046 0.017
C 0.067 0.140 0.057
As 0.047 -0.275 -0.007
C 0.050 0.081 -0.043
C 0.005 0.004 -0.021
C -0.050 -0.006 -0.009
As 0.003 -0.013 -0.015
C 0.006 0.014 0.005
C -0.003 0.022 0.001
H -0.003 -0.003 -0.016
H -0.002 -0.010 0.007
H 0.007 0.004 0.000
H -0.015 0.010 0.009
H 0.004 0.003 0.008
H 0.002 0.008 -0.016
H 0.042 0.005 -0.018
H -0.018 -0.028 0.012
H -0.011 0.004 0.005
H -0.003 0.003 -0.005
H 0.003 -0.006 0.000
H -0.031 0.020 0.009
H -0.016 -0.031 0.011
H -0.008 -0.001 0.007
H 0.000 -0.010 0.006
H -0.017 -0.004 0.011
H 0.012 0.009 -0.006
H 0.007 0.000 -0.008
H -0.010 -0.008 -0.010
H -0.032 0.015 0.013
H 0.009 0.000 0.013
H -0.003 -0.005 0.008
H 0.003 -0.005 -0.006
H 0.001 0.007 -0.006
H -0.001 -0.001 -0.005
H -0.010 0.000 -0.007
H 0.002 -0.001 0.007
S 0.109 -0.018 0.305
C 0.036 -0.181 -0.197
N -0.047 0.088 0.074
I -0.046 -0.018 0.005
C -0.136 0.023 0.061
C 0.004 -0.007 -0.016
C 0.003 0.009 0.005
C -0.004 -0.008 0.012
C 0.053 0.036 -0.060
N 0.043 -0.142 0.031
H -0.002 -0.002 -0.011
H 0.001 0.000 -0.004
H -0.002 -0.002 -0.004
H 0.007 -0.015 -0.010



| no. | LUMO level (Eh) | orbital gap (eV) |
| --- | --- | --- |
| 1 | 0.019 | 8.8 |
| 2 | -0.009 | 7.0 |